1.
Below is a cluster of 2 separate species, C3H5O3 in total, with properties calculated with ωB97M-V with the def2-TZVPD basis set.

Summary:
**ΔE to the lowest compared entry with this formula, charge and spin**: 28.2 kcal per mole
**Lowest unoccupied orbital energy**: 4.153 eV
**Total charge**: -1
**2S+1**: 1
**Electronic energy**: -9334.6803 eV

```
11
Properties=species:S:1:pos:R:3:forces:R:3
C -0.147981 0.207256 -2.128009 -3.40 -0.44 -3.33
C 1.034092 0.130607 -1.616559 1.33 1.41 2.23
O 1.241459 0.010492 -0.312145 0.14 -1.90 1.81
H -0.236490 0.697640 -3.117290 0.01 -0.80 0.34
H -1.047647 -0.326048 -1.774580 0.55 0.87 0.39
H 1.902885 0.465561 -2.199484 -0.05 -0.09 0.44
H 0.473641 -0.384934 0.400169 1.28 0.91 -1.17
O -0.309635 -0.866425 1.644236 -0.94 1.16 2.42
C -0.783278 -0.248657 2.722780 -1.37 0.33 -2.51
O -1.970784 -0.179537 3.128821 1.54 -1.00 -0.57
H -0.156261 0.494043 3.252062 0.93 -0.44 -0.05
```
Forces are in eV/Å.

***

2.
Below is a cluster of 2 separate species, C2BrClFIO in total, with properties calculated with ωB97M-V with the def2-TZVPD basis set.

Summary:
**ΔE to the lowest compared entry with this formula, charge and spin**: 43.7 kcal per mole
**Lowest unoccupied orbital energy**: -1.422 eV
**SMILES**: O=C=C(F)Br.ClI
**2S+1**: 1
**Electronic energy**: -97501.9930 eV

```
7
Properties=species:S:1:pos:R:3:forces:R:3
C -0.981989 -0.308029 0.692239 -0.55 0.93 -0.08
C 0.114356 0.015780 0.023047 1.97 -1.02 -0.01
O -1.976253 -0.267831 1.289705 0.29 -0.50 0.05
F 0.099481 0.242344 -1.303736 -0.30 0.04 0.34
Cl 0.709105 -3.794534 3.821736 0.23 0.13 0.13
Br 1.859350 -0.615241 0.650003 -1.41 0.51 -0.27
I -1.080452 -4.722682 2.723701 -0.23 -0.10 -0.15
```
Forces are in eV/Å.

***

3.
Below is a structure of composition C20H30FMnO15, with properties calculated with ωB97M-V with the def2-TZVPD basis set.

Summary:
**Lowest unoccupied orbital energy (alpha / beta)**: 0.085 / 0.056 eV
**2S+1**: 7
**Expectation value of S²**: 12.00
**Electronic energy**: -85975.8911 eV

```
67
Properties=species:S:1:pos:R:3:forces:R:3
Mn 1.941367 2.223087 1.324220 -1.00 -0.63 -0.65
F 0.776681 1.312219 -0.093429 0.57 0.40 0.40
C -2.435827 1.133762 6.217588 -0.76 -0.66 -0.30
C -2.118595 0.293281 4.962228 -0.65 1.00 1.05
C -2.988582 0.609996 3.735234 -0.05 0.59 0.88
O -2.058703 1.284832 2.857190 -1.05 -0.81 -0.69
C -0.820236 1.188095 3.330686 0.72 1.10 -0.53
O 0.154005 1.605504 2.745947 -0.76 -0.34 0.59
O -0.825320 0.701640 4.554603 1.30 -0.80 0.05
H -1.678739 1.011640 6.992191 0.04 0.04 -0.19
H -3.389834 0.804446 6.629321 -0.05 -0.19 0.12
H -2.598919 2.186586 5.987232 0.41 0.03 -0.21
H -2.139397 -0.774357 5.180920 0.32 0.06 0.06
H -3.786435 1.306602 3.992665 0.11 0.14 -0.14
H -3.477434 -0.289278 3.360493 0.51 0.10 -0.76
C -1.581278 -1.933995 0.919637 0.54 -0.08 0.49
C -1.328287 -2.571785 -0.465048 -0.29 1.77 0.33
C -0.193307 -1.976786 -1.292778 -0.15 1.01 0.51
O 0.431595 -3.071174 -1.951843 -0.28 -0.67 0.50
C -0.022374 -4.234340 -1.416839 -0.50 -0.47 0.22
O 0.337625 -5.339158 -1.731109 -0.73 1.92 0.89
O -0.998204 -3.925691 -0.421738 1.04 -1.71 -0.99
H -2.392453 -2.385156 1.491089 -0.29 -0.25 -0.51
H -1.789518 -0.865268 0.869138 -0.21 0.06 -0.59
H -0.756278 -1.950122 1.631827 0.60 -0.39 -0.35
H -2.220242 -2.322935 -1.040007 -0.50 -0.98 -0.07
H 0.485658 -1.438172 -0.631717 0.46 0.02 -0.27
H -0.610559 -1.288392 -2.027696 0.37 -0.06 -0.08
C 2.514038 2.481105 -4.566445 0.33 1.05 1.84
C 2.331720 1.197519 -3.760841 0.99 -0.45 -1.80
C 0.966871 0.664265 -3.895216 -1.62 -0.28 -0.74
O 1.089294 -0.615542 -4.617446 -1.23 0.62 1.55
C 2.391723 -0.846459 -4.817978 0.13 -3.02 -2.86
O 2.861637 -1.832847 -5.379770 -1.24 1.76 1.55
O 3.062310 0.213068 -4.547697 2.80 1.71 1.55
H 2.343592 2.387767 -5.638983 0.33 -0.46 0.17
H 3.476262 2.903404 -4.276827 0.33 -0.10 -0.75
H 1.841290 3.269009 -4.227753 -0.42 -0.13 0.20
H 2.654381 1.143333 -2.721109 0.45 0.53 -0.20
H 0.459523 1.400750 -4.518348 -0.73 -0.59 -0.16
H 0.470612 0.603256 -2.926663 -0.16 -0.57 -0.15
C -0.842027 3.852333 -2.226768 0.39 -1.59 -0.24
C -2.082468 3.046441 -1.815423 1.79 0.59 0.16
C -2.196676 2.712985 -0.308451 0.20 -0.59 -2.07
O -3.555877 3.079847 -0.156341 -0.59 -0.82 3.46
C -4.022689 3.845012 -1.109189 -3.49 2.45 0.80
O -5.089013 4.455113 -1.092217 1.97 -1.60 0.11
O -3.142368 3.935704 -2.037153 0.30 0.69 -2.58
H -0.872456 4.086029 -3.290990 -0.11 0.04 0.02
H 0.002158 3.184140 -2.056596 0.36 0.11 0.01
H -0.659637 4.771375 -1.669819 -0.45 -0.14 0.20
H -2.275283 2.134422 -2.380349 0.35 0.10 -0.43
H -1.395070 3.219816 0.228806 -0.72 0.46 0.67
H -2.129641 1.644138 -0.105515 0.19 0.17 -0.01
C 4.005902 -4.047585 0.784355 0.75 2.30 -1.32
C 2.821982 -3.056718 0.895247 -0.01 -2.23 0.35
C 2.036513 -3.292779 2.158804 0.58 0.93 -0.67
O 1.687510 -1.949784 2.495710 -0.07 1.99 0.54
C 2.517106 -0.999655 1.851920 -1.89 -1.42 0.87
O 2.463619 0.196541 2.076070 0.62 -2.45 -0.40
O 3.246389 -1.683557 0.985116 0.82 0.73 -0.50
H 4.830096 -3.522127 1.266743 0.18 -0.30 0.36
H 4.260308 -3.966523 -0.272432 0.33 -0.67 -0.08
H 3.997617 -5.090303 1.101812 -0.85 0.30 0.12
H 2.156047 -3.177927 0.040880 0.18 0.45 -0.19
H 2.681703 -3.730050 2.920776 -0.32 0.03 0.27
H 1.176592 -3.910599 1.900074 -0.20 0.21 0.58
```
Forces are in eV/Å.

***

4.
Below is a cluster of 2 separate species, C21H41BFN6O10P2S in total, with properties calculated with ωB97M-V with the def2-TZVPD basis set.

Summary:
**ΔE to the lowest compared entry with this formula, charge and spin**: 0.0 kcal per mole
**Lowest unoccupied orbital energy**: -3.199 eV
**Total charge**: +1
**2S+1**: 1
**Electronic energy**: -84653.5776 eV

```
83
Properties=species:S:1:pos:R:3:forces:R:3
C 1.182458 5.550306 3.491215 -0.73 -0.54 -0.59
C 1.906055 5.058755 2.175208 0.00 -0.27 0.25
C 2.638216 3.672889 2.322434 -0.47 0.21 0.44
C 1.631245 2.460646 2.638261 1.43 2.58 0.69
O 1.573999 1.674797 1.448087 0.10 -0.87 -0.66
C 0.447506 0.825132 1.253029 -0.61 1.03 1.43
P -0.091650 0.241774 3.052282 -1.81 -0.03 1.12
N -1.151152 1.223829 3.696774 0.68 -0.62 -0.18
N -0.733575 1.605042 0.940431 0.31 -2.01 -2.30
C -1.080845 1.764065 -0.464198 1.31 2.59 2.71
F -2.472805 2.114571 -0.400807 1.29 -1.05 -1.01
S -0.440560 3.493723 -0.881796 -0.05 0.48 -0.58
C -0.766734 0.586526 -1.452862 -4.61 0.23 -0.16
C -0.733182 1.186508 -2.899390 1.63 -0.22 0.09
P -2.190923 2.089134 -3.607570 -2.07 0.71 -5.07
O -2.253662 1.685378 -5.045236 0.87 -0.21 1.95
O -1.975600 3.759883 -3.691281 -0.63 -2.21 1.86
O -3.701237 1.844508 -3.005432 1.77 1.03 0.78
C -2.097377 -0.311847 -1.328737 -0.76 -1.44 1.83
C -2.612109 -0.713979 -0.000352 -1.17 -1.07 -1.27
C -3.798073 -1.592869 0.116696 1.78 1.12 -2.97
C -4.378237 -2.026614 -1.159234 2.21 1.53 1.42
C -3.723222 -1.553785 -2.374950 -1.56 -1.14 0.65
N -2.639649 -0.763354 -2.477781 -0.32 0.04 1.81
N 0.372548 -0.401674 -1.114398 1.65 1.82 0.11
B 1.684946 0.242907 -1.645831 4.08 2.60 -0.72
O 1.957983 1.608160 -1.403752 -2.00 -1.58 0.66
O 2.771741 -0.305532 -2.281610 -1.48 -1.05 1.21
N 0.212217 -1.679817 -1.621026 -0.15 -1.30 -0.11
C -0.382800 -2.850365 -1.029747 -3.92 -2.03 0.57
C -0.145222 -3.719669 0.231698 1.64 0.13 1.10
O -1.261967 -3.358113 -1.712241 1.34 0.68 -0.17
C 0.563311 -2.127551 -2.962814 1.85 -2.64 -3.10
C -0.138780 -2.088481 -4.354811 -1.04 1.47 -0.10
O 1.522343 -2.883820 -3.007907 -0.62 1.10 1.08
C 0.693887 -0.481987 0.360524 -0.26 0.74 3.50
C 2.107420 -0.962645 0.800220 1.43 -0.79 0.86
C 2.732891 -2.326124 0.346639 1.12 -1.00 0.71
O 4.135106 -2.089383 0.013495 -1.30 -0.04 -0.97
C 2.824807 -3.386707 1.573065 -0.04 0.21 -0.21
N 4.074444 -3.200672 2.362872 -1.28 -0.33 -0.25
H 1.647232 5.157138 4.430384 -0.15 0.58 -0.80
H 1.086959 6.667878 3.495777 0.22 -1.09 0.17
H 0.129770 5.138467 3.465217 1.00 0.50 0.25
H 1.114796 4.935274 1.388569 0.76 0.42 0.46
H 2.652918 5.829401 1.853207 -0.67 -0.73 0.10
H 3.362499 3.781774 3.180859 -0.55 -0.31 -1.02
H 3.181573 3.427746 1.373950 -0.26 0.17 0.89
H 0.669938 2.978947 2.923501 0.62 -1.14 -0.26
H 2.110004 1.953373 3.525010 -0.94 -0.07 -1.02
H 1.070470 0.024698 3.858386 -0.20 -0.08 -0.72
H -0.735439 -1.047138 2.942905 0.94 0.16 -0.39
H -2.036082 0.731331 3.858310 0.35 0.45 -0.12
H -0.786601 2.526019 1.370414 0.07 -0.50 0.40
H 0.802795 3.615292 -0.320673 -0.68 -0.85 -0.20
H -0.498673 0.371570 -3.626789 -0.86 0.60 0.39
H 0.083368 1.949152 -3.098731 -0.70 -0.75 0.81
H -2.553730 4.188800 -3.031557 0.57 0.22 -0.30
H -4.016728 2.640944 -2.540441 -0.13 -0.55 0.02
H -2.156074 -0.397049 0.960087 -0.33 0.12 -1.00
H -4.178771 -1.899188 1.113248 0.23 0.36 -1.05
H -5.253723 -2.705096 -1.115244 0.72 0.67 -0.50
H -4.189271 -1.898517 -3.335231 0.70 0.47 0.88
H 2.718781 1.691043 -0.802189 -0.10 0.06 -0.52
H 3.103031 -1.161080 -1.948187 -0.19 -0.08 -0.53
H -0.999663 -4.400326 0.489138 0.48 1.09 -0.86
H 0.127972 -3.188935 1.176112 -0.11 -0.25 -0.85
H 0.718635 -4.413326 0.006271 -0.79 0.81 0.14
H -1.184342 -1.698809 -4.368036 0.85 -0.12 0.27
H -0.170104 -3.116189 -4.807427 0.41 0.96 0.84
H 0.481432 -1.418627 -5.020202 -0.57 -0.75 0.64
H -0.050508 -1.121991 0.918618 0.53 0.11 -1.73
H 2.953868 -0.215688 0.750659 -1.22 -0.42 -0.44
H 2.033654 -1.106806 1.924837 -0.26 0.47 -1.17
H 2.300535 -2.819137 -0.556117 -0.22 0.56 0.83
H 4.414976 -2.935984 -0.381824 0.28 0.58 0.23
H 1.972739 -3.270247 2.292274 0.39 -0.25 -0.93
H 2.811661 -4.407993 1.113287 -0.20 0.75 0.46
H 3.784686 -3.072760 3.330953 0.54 -0.24 -0.21
H 4.623698 -4.054454 2.280483 0.02 0.46 0.33
O -5.730934 -3.345863 1.488182 -0.08 -0.34 -0.14
H -6.584507 -3.734371 1.261674 -0.01 0.09 0.14
H -5.096602 -4.042818 1.281169 -0.09 -0.01 0.09
```
Forces are in eV/Å.

***

5.
Below is the ion C4H11N3 with charge +1, with properties calculated with ωB97M-V with the def2-TZVPD basis set.

Summary:
**ΔE to the lowest compared entry with this formula, charge and spin**: 54.2 kcal per mole
**Lowest unoccupied orbital energy (alpha / beta)**: -4.128 / -8.644 eV
**Total charge**: +1
**2S+1**: 2
**Expectation value of S²**: 0.78
**Electronic energy**: -8787.0591 eV

```
18
Properties=species:S:1:pos:R:3:forces:R:3
C 0.606788 1.539164 1.070472 -0.28 1.25 0.41
C 0.578517 0.057964 1.349084 0.19 -0.96 0.05
C -0.262488 -0.756756 0.335568 1.30 1.40 -0.17
N -1.248788 -1.770502 -2.157355 -0.31 0.42 0.41
C -0.123309 -1.183148 -2.117736 1.55 -0.60 -1.00
N 0.493047 -0.866443 -0.911092 -1.30 -1.72 0.65
N -0.705970 2.211060 1.105690 0.00 -0.56 -0.52
H 1.085707 1.817745 0.130874 0.05 -0.41 -0.22
H 1.224186 2.045469 1.814352 0.14 -0.35 0.20
H 1.583822 -0.368473 1.432122 0.12 0.12 -0.30
H 0.176340 -0.187383 2.329429 -0.36 0.38 0.15
H -1.145538 -0.175761 0.094175 -0.52 -0.61 0.12
H -0.389863 -1.770422 0.722848 -0.42 -0.07 -0.12
H -1.412593 -2.161251 -3.092681 -0.15 0.24 0.17
H 0.588845 -1.142062 -2.947382 -0.22 0.20 -0.03
H 1.396599 -1.352139 -0.818668 0.23 0.97 -0.13
H -1.435168 1.624229 1.491682 0.02 0.09 0.33
H -1.010134 2.438710 0.168619 -0.06 0.20 0.00
```
Forces are in eV/Å.

***

For the records above, the corresponding max |F| values read 4.78, 2.22, 4.34, 5.52, 2.25 eV/A.